# 1
Computed, not measured: the molecule C19H25IN6O7 in a non-equilibrium geometry, with ωB97M-V with the def2-TZVPD basis set.

As for the multiplicity: 1. For the HOMO-LUMO gap, the calculation gives 8.101 eV. The net charge is 0. Its SMILES is CC(C)[C@@H]1NC(=O)c2cc([N+](=O)[O-])cc(I)c2NCC[C@@H](C(N)=O)NC(=O)[C@H](CO)NC1=O.

Positions of all 58 atoms, in Å:
1 N -1.50669 1.52850 -0.30703
2 H 2.49026 2.72987 -2.64971
3 N 0.79966 1.72615 -2.02392
4 H 1.28452 0.83172 -4.28165
5 C -3.15021 -1.82801 2.37165
6 H 2.69346 1.22067 1.31858
7 O -0.54615 -5.09237 2.60807
8 N 2.67101 -0.41469 0.01715
9 C 0.56482 -2.74280 1.93641
10 H -1.82931 1.94366 -2.31236
11 H 3.96552 1.74454 -0.82054
12 O 1.14451 0.34528 2.95248
13 I 4.24442 -2.92628 -1.25468
14 H -3.27945 3.47019 -0.98608
15 C -1.57648 -0.63980 0.82660
16 C 0.05294 2.80086 -1.71804
17 C 2.24438 1.80963 -2.10100
18 C 0.52793 -0.33406 2.15849
19 H -1.17729 -1.62808 0.57553
20 O 0.96996 -6.22116 1.57508
21 C 1.04892 -3.95956 1.47586
22 H -4.81206 0.22566 1.84247
23 H 0.36135 0.80961 -2.02037
24 C -2.22508 3.72488 -1.12641
25 H -3.82501 1.14034 0.71592
26 H 1.22884 1.04793 0.34835
27 H -3.54795 -1.27519 0.33612
28 N 2.10468 0.32135 -4.00569
29 H -0.22783 -2.74352 2.66968
30 H 2.42708 -0.43647 -4.58565
31 H -1.25128 4.93043 -2.25950
32 H 3.42525 -0.52409 -0.65616
33 C -1.39622 0.19426 -0.44596
34 H -1.66254 1.93431 0.60231
35 H -1.83828 4.16984 -0.19634
36 C 2.80774 0.63339 -2.90534
37 O 0.47870 3.93762 -1.67869
38 C 1.09691 -1.54897 1.48897
39 H -3.32821 0.96368 2.41181
40 O -2.17257 4.63883 -2.17616
41 C -1.41969 2.44743 -1.42792
42 H 2.74150 2.92961 -0.33704
43 H 2.48752 -4.93392 0.23267
44 C -3.78779 0.46008 1.56332
45 N 0.45620 -5.17495 1.91956
46 C 2.15407 -1.53283 0.54280
47 H -1.19280 0.64799 2.45935
48 C 2.32008 0.94805 0.32304
49 O 3.81490 0.04732 -2.57359
50 O -1.11488 -0.32357 -1.51442
51 H -2.64293 -1.43792 3.25105
52 H -4.19075 -2.00526 2.62951
53 C 2.89450 1.91565 -0.70716
54 H -2.70154 -2.78212 2.10765
55 C 2.10907 -3.98091 0.56935
56 C -3.05939 -0.83634 1.21233
57 N -0.78705 -0.09543 1.90703
58 C 2.63873 -2.80103 0.12221

Cartesian forces (eV/Å) of the 2 atoms listed first:
-0.1 0.5 0.0
0.0 -0.2 0.0

The computed natural (NBO) charges, all in e, follow:
1 N -0.62
2 H 0.25
3 N -0.64
4 H 0.41
5 C -0.61
6 H 0.23
7 O -0.40
8 N -0.63
9 C -0.13
10 H 0.24
11 H 0.24
12 O -0.60
13 I 0.17
14 H 0.19
15 C -0.14
16 C 0.68
17 C -0.15
18 C 0.69
19 H 0.26
20 O -0.38
21 C -0.05
22 H 0.23
23 H 0.44
24 C -0.06
25 H 0.21
26 H 0.18
27 H 0.22
28 N -0.81
29 H 0.25
30 H 0.41
31 H 0.49
32 H 0.44
33 C 0.69
34 H 0.41
35 H 0.16
36 C 0.68
37 O -0.64
38 C -0.25
39 H 0.19
40 O -0.71
41 C -0.16
42 H 0.24
43 H 0.26
44 C -0.62
45 N 0.53
46 C 0.31
47 H 0.40
48 C -0.21
49 O -0.63
50 O -0.65
51 H 0.21
52 H 0.22
53 C -0.42
54 H 0.22
55 C -0.17
56 C -0.21
57 N -0.64
58 C -0.21


# 2
Computed, not measured: the ion C5H15N4 with charge +1 in a non-equilibrium geometry, with ωB97M-V with the def2-TZVPD basis set.

As for the multiplicity: 1. For the HOMO-LUMO gap, the calculation gives 7.464 eV. The net charge is +1. Its SMILES is C[C@@H](N)/[N+](C)=N\CCN.

Positions of all 24 atoms, in Å:
1 H -2.46046 0.80516 -0.00906
2 H -2.83967 -0.66552 1.58083
3 H -0.96117 -1.40076 -1.34767
4 H -1.77815 -1.67003 0.78372
5 H 2.22659 -1.22315 -0.94996
6 H 2.94956 -1.89796 0.54246
7 H 0.33087 -1.60555 0.79390
8 H -0.58113 2.16606 -1.45424
9 H -2.86997 -1.06364 -1.23259
10 H 2.64422 0.68453 -0.52933
11 H 0.16466 2.88186 -0.02441
12 N -0.40651 0.84386 0.08866
13 H 1.51067 -0.54623 1.87508
14 C 2.41277 -1.07757 0.17181
15 N 3.25167 0.14906 0.07817
16 H -1.52908 2.52636 -0.01164
17 N -1.87348 -0.72448 1.19320
18 C 1.14222 -0.77483 0.87557
19 C -0.58863 2.20827 -0.30619
20 N 0.73529 0.41505 0.41166
21 H 3.73444 0.50897 0.88166
22 C -1.80900 -0.66742 -1.32151
23 C -1.67454 0.09303 0.08471
24 H -1.73117 0.03492 -2.17484

Cartesian forces (eV/Å) of the 2 atoms listed first:
-0.3 1.0 0.4
1.2 0.1 -0.4

The computed natural (NBO) charges, all in e, follow:
1 H 0.22
2 H 0.41
3 H 0.22
4 H 0.37
5 H 0.20
6 H 0.23
7 H 0.21
8 H 0.24
9 H 0.25
10 H 0.37
11 H 0.26
12 N 0.03
13 H 0.30
14 C -0.21
15 N -0.84
16 H 0.23
17 N -0.82
18 C -0.32
19 C -0.42
20 N 0.03
21 H 0.39
22 C -0.62
23 C 0.07
24 H 0.24


# 3
Computed, not measured: a cluster of 10 separate species, C29H64Cl6O18P2 in total in a non-equilibrium geometry, with ωB97M-V with the def2-TZVPD basis set.

As for the multiplicity: 1. For the HOMO-LUMO gap, the calculation gives 10.636 eV. The net charge is 0. Its SMILES is COP(=O)(OC)OC.COP(=O)(OC)OC.CCOC(C)=O.CCOC(C)=O.CCOC(C)=O.CCOC(C)=O.CCOC(C)=O.ClCCl.ClCCl.ClCCl.

Positions of all 119 atoms, in Å:
1 H 7.89621 -0.08215 0.75561
2 H 5.66838 -3.99154 -6.18129
3 H -5.42141 4.01499 2.17594
4 H -1.09388 0.02308 -3.62484
5 O -4.77694 1.61636 1.53859
6 Cl -1.17913 -4.99633 0.99853
7 C 4.40170 -2.85586 -4.04744
8 H 3.88843 1.81445 1.66248
9 H -2.11560 3.21781 4.36225
10 H 4.00592 -1.85573 -2.23124
11 Cl 0.82529 1.20343 -4.12072
12 O 5.41388 -2.51399 -4.85671
13 O -2.09740 -1.75353 -3.60411
14 H 5.44833 2.70026 -1.19763
15 C 3.68671 1.69354 2.71953
16 H -3.58161 2.16683 -1.86069
17 H 4.23878 -0.67885 7.82085
18 C 0.55696 -1.29105 -1.02877
19 O -6.52054 0.79014 -0.13480
20 O -5.05130 2.85184 -0.61720
21 C -1.65630 -4.57591 -3.18623
22 O -4.36765 -2.61982 -2.53453
23 H 6.53325 -4.30880 -4.59506
24 H -5.57559 -1.06610 -5.77496
25 H 7.96631 -2.36401 -5.00357
26 H 0.77647 -3.32479 5.56033
27 H -3.53763 -4.50716 1.02281
28 H 0.34359 -1.71383 5.88480
29 P -5.87123 1.95600 0.42551
30 H -1.49678 -3.95590 -2.30371
31 H 6.57915 -0.90437 1.67990
32 C 1.05509 -2.29945 5.29825
33 C 0.78081 -2.13232 3.82133
34 Cl -2.61517 -2.59939 0.02073
35 O -0.73920 1.18931 -1.25207
36 C -4.59030 0.26471 1.91075
37 P -3.28430 -2.60714 -3.74246
38 O 5.67290 0.62268 -0.95411
39 H -3.12142 3.52099 -0.89532
40 C 3.81890 -1.67338 -3.29068
41 C -0.18895 0.85905 -0.23395
42 C -1.29871 4.71051 2.94759
43 C -6.49732 3.98576 2.02329
44 H 0.05861 -0.97996 -4.42550
45 H -4.75101 7.49813 4.38655
46 C 6.23559 -3.57825 -5.34735
47 H 2.64520 -1.42499 -0.84496
48 C -0.41803 -0.00608 -4.47523
49 C -4.09367 5.61684 3.54399
50 C 6.08801 0.74339 0.30977
51 O -2.85809 -4.15457 -3.83207
52 C 2.68710 -1.77990 6.88986
53 H -2.85146 3.37026 2.66464
54 H -4.76439 -0.56442 -2.60444
55 O 2.40371 -1.98109 5.59711
56 H 2.75183 -1.50960 -3.41334
57 H 5.22583 1.73745 -2.58518
58 H -6.21433 -1.62523 -2.54777
59 C 4.14358 -1.51393 7.12431
60 C -4.50622 -1.18288 -5.60912
61 H -4.07108 -1.22653 -6.60551
62 H -0.38874 -1.82174 -1.10093
63 C 7.54672 -2.94464 -5.82020
64 H 1.49608 -2.72261 3.24273
65 H 0.49618 2.48622 1.05117
66 O -4.21594 -2.45206 -4.98250
67 C -4.96209 6.43093 4.45600
68 H 3.03206 0.72240 -1.56246
69 H 4.36777 -0.77260 -3.56670
70 H -6.78184 4.89111 1.47787
71 H 0.84845 -1.10497 3.46642
72 Cl 2.35610 2.84948 3.08785
73 C -3.65132 2.56687 -0.85185
74 C 3.49856 1.68069 -1.32353
75 O -6.91931 2.91622 1.15293
76 O -4.14795 5.70623 2.35208
77 H -4.06630 -0.03603 2.81591
78 O -3.37075 4.70504 4.21675
79 H 3.24809 1.91234 -0.28828
80 H -7.10711 3.95615 2.92238
81 O 1.90484 -1.83535 7.79999
82 C -2.42046 3.85736 3.54210
83 C 5.00874 1.75567 -1.51425
84 H -0.85432 5.40584 3.66528
85 H -3.98476 -0.24482 1.14797
86 H -1.65167 5.28138 2.09400
87 C 6.88946 -0.50115 0.72340
88 O 0.45811 -0.29076 -0.03202
89 H 8.18564 -3.65670 -6.33745
90 H -4.87371 6.18766 5.51478
91 C 1.81355 -2.12705 -0.80034
92 H -2.84942 -4.84622 -0.59187
93 C -0.22146 1.66822 1.02019
94 H -5.51735 -0.29950 1.81397
95 H -3.16381 1.99379 -0.07480
96 H 4.62557 -1.17778 6.20602
97 H -0.78473 -4.38848 -3.81984
98 H -1.66816 -5.64863 -3.02141
99 O 3.94875 -3.96267 -3.92536
100 H -5.32050 -1.36683 -1.15459
101 H 4.52488 2.04554 3.30807
102 Cl 3.30786 0.04405 3.18404
103 H -0.44869 4.06335 2.71620
104 H 0.70619 -0.79632 -1.99915
105 H -0.21535 -2.49215 3.56564
106 H 4.66768 -2.33382 7.60854
107 C -5.17383 -1.50448 -2.23034
108 H 1.84276 -2.83458 -1.62901
109 H 3.00839 2.35232 -2.02992
110 C -2.70441 -4.33535 0.35325
111 H 1.77561 -2.63054 0.16427
112 O 5.97936 1.72834 0.98161
113 H -6.01775 6.31045 4.21503
114 H 6.83491 -1.22815 -0.08096
115 H -0.19229 1.03788 1.90310
116 Cl -1.28822 0.25015 -5.97889
117 H -1.16277 2.22469 0.97690
118 H -4.11536 -0.38710 -4.98247
119 H 7.27816 -2.25630 -6.63005

Cartesian forces (eV/Å) of the 2 atoms listed first:
0.2 -0.4 0.3
0.3 -0.6 0.1

These are the Löwdin partial charges, in e, on atoms 1 to 99:
1 H 0.09
2 H 0.13
3 H 0.05
4 H -0.01
5 O -0.24
6 Cl 0.51
7 C -0.53
8 H -0.02
9 H 0.13
10 H 0.07
11 Cl 0.53
12 O -0.01
13 O -0.25
14 H 0.12
15 C -0.99
16 H 0.09
17 H 0.09
18 C -0.23
19 O -0.21
20 O -0.20
21 C -0.10
22 O -0.26
23 H 0.12
24 H 0.09
25 H 0.08
26 H 0.13
27 H 0.03
28 H 0.12
29 P 0.37
30 H 0.05
31 H 0.08
32 C -0.24
33 C -0.09
34 Cl 0.62
35 O 0.09
36 C -0.11
37 P 0.40
38 O -0.01
39 H 0.09
40 C 0.02
41 C -0.54
42 C -0.06
43 C -0.08
44 H 0.02
45 H 0.09
46 C -0.22
47 H 0.05
48 C -1.07
49 C -0.56
50 C -0.54
51 O -0.20
52 C -0.55
53 H 0.10
54 H 0.08
55 O -0.02
56 H 0.07
57 H 0.12
58 H 0.10
59 C 0.02
60 C -0.08
61 H 0.08
62 H 0.06
63 C -0.07
64 H 0.08
65 H 0.05
66 O -0.20
67 C 0.03
68 H 0.06
69 H 0.08
70 H 0.10
71 H 0.03
72 Cl 0.52
73 C -0.07
74 C -0.04
75 O -0.20
76 O 0.09
77 H 0.09
78 O -0.01
79 H 0.06
80 H 0.09
81 O 0.11
82 C -0.18
83 C -0.21
84 H 0.08
85 H 0.05
86 H 0.08
87 C 0.04
88 O -0.01
89 H 0.08
90 H 0.08
91 C -0.04
92 H 0.01
93 C 0.01
94 H 0.08
95 H 0.05
96 H 0.07
97 H 0.09
98 H 0.09
99 O 0.10


Which formula does entry 3 have? C29H64Cl6O18P2


What is the multiplicity in the first record? 1